Entry 1:
{"formula": "C10H16Br4O6", "method": "ωB97M-V/def2-TZVPD", "gap_ev": 10.5, "mol_weight_g_mol": 551.848, "e_homo_ev": -10.203, "energy_ha": -11138.1105, "elements": ["H", "C", "C", "H", "H", "Br", "H", "O", "H", "H", "C", "O", "C", "C", "O", "H", "Br", "O", "Br", "C", "C", "H", "H", "H", "H", "Br", "O", "H", "C", "H", "H", "O", "C", "H", "H", "C"], "coordinates": [[-4.129011, 3.083216, -3.300639], [-4.195705, 0.862965, -3.287265], [3.057701, 2.095957, 3.416405], [1.136148, 0.833323, -1.987517], [-3.245449, 1.043113, -3.789936], [3.948720, -1.757532, 2.986075], [0.188443, 0.158411, -0.691962], [3.418446, 1.728341, 2.113943], [3.763264, 1.478061, 3.971818], [2.417567, -1.477827, -1.185401], [2.079019, -3.927370, 2.644913], [1.261546, 1.185748, 2.199039], [0.616227, -0.069891, -1.668166], [2.275048, -2.491762, 2.144928], [-5.160161, 0.522288, -4.202680], [2.355022, -4.133194, 3.679107], [3.248570, -5.032139, 1.559726], [2.391374, 1.042886, 0.238635], [-0.887815, -0.128986, -2.915249], [1.473786, -1.368623, -1.719671], [-4.583398, 2.241232, -2.778438], [1.553954, -1.618460, -2.777624], [1.399440, 0.908697, 4.191746], [3.331478, 3.096973, 3.749755], [1.433126, -1.912127, 2.523442], [0.377943, -2.791306, -0.830959], [-5.908072, 2.287794, -3.282626], [-4.615864, 2.324231, -1.692086], [1.557964, 1.734855, 3.498611], [2.292882, -2.384089, 1.060405], [-4.085223, 0.139941, -2.479102], [-7.035026, 1.414073, -4.959850], [-6.096594, 1.348960, -4.170972], [1.052654, -4.259512, 2.488900], [0.953011, 2.571250, 3.848698], [2.358988, 1.250503, 1.403998]], "forces_ev_per_a": [[0.80, -0.15, 0.52], [3.00, 0.87, 1.23], [0.58, -1.08, 1.03], [0.37, -0.39, 0.04], [0.07, -0.85, -0.10], [-0.93, -0.15, -0.65], [0.14, -0.34, -0.15], [-0.35, 0.42, -1.80], [-0.69, -0.32, 0.88], [-0.15, 0.89, -0.15], [0.36, 0.19, -0.84], [0.00, 0.58, -0.05], [0.68, 0.13, 0.37], [-0.15, -0.14, 1.49], [2.36, -3.79, -0.91], [0.00, 0.46, -0.14], [0.01, -0.48, 0.01], [-0.07, -0.69, -0.19], [0.16, -0.30, 0.12], [-1.78, 0.15, -0.08], [-1.12, 0.02, -0.21], [0.25, -0.41, 0.26], [0.00, 0.12, 0.15], [-0.35, 0.42, -0.92], [0.25, 0.36, 0.07], [0.25, 0.21, -0.53], [-1.01, 1.60, 1.79], [0.25, 0.22, -0.17], [0.91, -1.03, 0.80], [0.40, -0.19, 0.35], [-0.10, -0.17, -0.26], [1.31, -0.80, 1.42], [-5.67, 3.08, -3.36], [0.09, 0.04, -0.20], [-0.30, 0.00, -0.85], [0.42, 1.53, 1.05]], "lowdin_charge": [0.1383, -0.1713, -0.1391, 0.0451, 0.0700, 0.6069, 0.0350, 0.0325, 0.1132, 0.0469, -0.6873, 0.0486, -0.7017, -0.6737, 0.1426, 0.0470, 0.6058, 0.1556, 0.6777, -0.5651, -0.0857, 0.0445, 0.1239, 0.1279, 0.0542, 0.6025, 0.0744, 0.1354, -0.0861, -0.0234, 0.1277, 0.1177, -0.6659, 0.0580, 0.1277, -0.5597]}

=====

Entry 2:
{"formula": "C7H8Cl2S2Si", "method": "ωB97M-V/def2-TZVPD", "gap_ev": 7.0, "mol_weight_g_mol": 255.267, "e_homo_ev": -7.961, "energy_ha": -2277.8364, "elements": ["H", "S", "C", "C", "C", "Si", "H", "C", "H", "H", "S", "H", "H", "Cl", "Cl", "C", "H", "C", "C", "H"], "coordinates": [[0.413004, 2.661337, 2.413059], [-1.068778, 0.171089, 1.857762], [0.350960, 0.906217, 1.145611], [1.946206, 2.670237, 0.890346], [1.873190, 0.947403, -0.722868], [-3.115103, 0.364124, -0.236377], [2.547107, 3.419301, 1.228974], [2.517468, 2.099599, -0.212306], [0.522626, -0.681076, -0.244816], [3.347940, 2.596113, -0.661896], [-4.195253, -1.474520, 0.191923], [-2.746847, -2.826140, 1.350811], [2.321416, 0.447336, -1.588556], [-2.207734, 0.539708, -2.037501], [-4.139676, 2.037915, 0.189862], [-2.878303, -2.766601, 0.268834], [-3.529617, -3.597070, -0.041963], [0.820776, 0.358307, -0.026839], [0.909171, 2.201989, 1.631616], [-2.180089, -2.337695, -0.296720]], "forces_ev_per_a": [[-0.45, 0.98, 1.61], [-1.84, 0.07, -1.23], [-0.10, 2.91, 0.52], [0.44, -0.29, 0.61], [1.58, 0.46, -0.14], [1.50, -1.39, 2.34], [0.92, 2.71, 1.29], [-2.12, -2.12, -1.18], [-0.15, 0.81, -0.32], [0.44, -0.11, -0.40], [-0.32, 1.84, -0.39], [0.93, -0.23, -0.41], [-0.40, 0.12, 0.22], [0.03, -0.10, 0.12], [-0.22, 0.00, -0.04], [-4.80, -0.47, 3.01], [1.25, -0.12, -0.45], [1.17, -0.96, 0.00], [-1.29, -4.48, -2.95], [3.41, 0.37, -2.20]], "lowdin_charge": [0.0711, 0.5758, -0.6955, -0.1367, -0.0765, -0.5142, 0.0731, -0.0783, 0.0987, 0.0959, 0.4981, 0.0331, 0.1025, 0.3059, 0.3025, -0.3894, 0.0365, -0.1988, -0.0508, -0.0528]}

=====

Entry 3:
{"formula": "C36H35Cl3N4O11P3SeSn", "method": "ωB97M-V/def2-TZVPD", "gap_ev": 7.1, "mol_weight_g_mol": 1096.645, "e_homo_ev": -9.772, "energy_ha": -7459.9043, "charge": 1, "elements": ["C", "H", "C", "C", "C", "C", "H", "H", "P", "H", "C", "P", "C", "C", "C", "C", "C", "H", "N", "C", "C", "C", "H", "C", "O", "C", "O", "N", "H", "C", "C", "Se", "H", "H", "H", "C", "H", "H", "O", "H", "H", "H", "C", "H", "O", "C", "H", "C", "H", "H", "H", "C", "H", "N", "O", "H", "C", "H", "H", "H", "Cl", "C", "C", "H", "C", "H", "C", "Cl", "C", "O", "O", "O", "C", "H", "C", "Cl", "H", "H", "P", "C", "O", "N", "H", "H", "C", "Sn", "O", "H", "H", "H", "C", "O", "C", "C"], "coordinates": [[1.791709, 4.268835, -7.948737], [-0.358453, 4.159669, -7.796455], [-1.751136, 3.426780, -5.296702], [0.593038, 4.048399, -7.290734], [-0.360532, -2.816032, 2.432668], [-0.846201, 3.678296, 3.465004], [-1.611155, -3.207916, 4.996888], [2.531340, -2.523329, 6.867567], [-0.491109, -1.283684, 3.275876], [0.802513, -4.136952, -5.431198], [3.642290, 0.091872, -0.487408], [-0.855976, -3.082672, -2.197430], [-1.729933, 4.167089, 1.259137], [0.959194, -4.678627, 1.697110], [-1.392551, -4.554129, 1.148229], [-4.506077, -1.516671, 5.419140], [0.673684, 3.677992, -5.958924], [-1.971158, 3.826890, 0.265466], [1.574626, 3.159861, -4.006141], [3.021436, 4.124254, -7.294416], [0.123136, -4.189050, -4.579598], [3.009171, 0.095085, 4.757433], [1.777474, 4.560481, -8.990536], [0.932057, -1.014699, 4.289804], [1.712366, -2.900560, -3.196484], [-1.056629, 4.995108, 3.832378], [1.687632, 1.156087, 0.420188], [-0.322266, 3.392590, -5.014639], [0.289932, -5.115752, -4.032190], [0.242844, 3.083055, -3.834983], [0.869016, -3.474890, 2.374987], [-0.595648, 2.702778, -2.225178], [1.864760, -3.480208, -2.442231], [3.936883, 4.310620, -7.841035], [-2.287866, 3.193345, -4.384150], [-1.935026, 5.482802, 1.645829], [1.742802, -3.047057, 2.849915], [-2.785626, 0.651402, 3.478337], [-1.381562, 1.581454, 0.575755], [-2.361468, 6.183795, 0.938389], [4.173739, -0.748322, 6.345136], [2.167265, -1.768007, -5.230983], [-4.221628, -0.381550, 4.674207], [-5.474755, -1.623449, 5.893766], [-0.172979, -2.330293, -1.073531], [-1.603008, 5.896343, 2.926692], [2.221068, 2.947499, -3.265476], [2.337030, -1.821035, 6.065155], [-2.034602, 4.419846, -5.643039], [4.043363, 3.636061, -5.455746], [1.664020, 0.720804, 3.213714], [-3.556559, -2.521632, 5.551794], [-1.994023, 2.692742, -6.064129], [-0.598125, 1.104443, 2.630500], [0.247239, -0.255873, -3.549312], [0.472526, -2.723677, 5.539652], [3.254445, -0.814547, 5.774815], [-4.958649, 0.405877, 4.576895], [-0.904518, -4.206742, -4.949272], [1.907171, -5.198916, 1.648391], [3.044739, 0.496908, -2.143762], [-1.192996, 3.289337, 2.177579], [-2.043493, -1.262889, 4.157347], [-1.765818, 6.925565, 3.220852], [-2.332494, -2.402187, 4.917487], [-2.446336, -2.838662, 1.869929], [-2.992038, -0.245916, 4.043627], [3.089594, -1.562930, -0.083277], [2.952546, 1.071240, 0.561512], [-1.372664, -4.456636, -2.024177], [-1.086691, -1.407985, -5.421847], [-0.522371, -0.169186, 2.076270], [0.339101, -3.006046, -3.637474], [-0.087490, -6.142223, 0.536934], [-0.163393, -5.211695, 1.085589], [5.386019, 0.166799, -0.484453], [-1.877570, -1.195842, -4.897297], [3.723064, 0.872128, 4.514795], [0.184890, -1.413367, -4.488464], [3.092641, 3.748916, -5.963161], [1.332383, -1.417221, -5.584441], [-1.039856, 1.883307, 1.737604], [-0.411217, 2.972602, 4.159164], [-0.792829, 5.317388, 4.831972], [1.889602, 3.526797, -5.315016], [0.249458, 0.075251, -1.183267], [-2.086322, -2.137595, -2.760852], [-2.256712, -4.978012, 0.652654], [-3.774657, -3.405010, 6.138266], [-2.884481, -2.689348, -2.769691], [1.841431, 0.006678, 4.008258], [3.675737, 1.579760, 1.396173], [1.177370, -1.929576, 5.321851], [-1.498317, -3.358330, 1.823146]], "forces_ev_per_a": [[0.03, 0.00, 0.03], [0.06, 0.00, 0.03], [0.19, 0.03, -0.04], [-0.07, 0.02, -0.12], [0.08, -0.18, -0.01], [0.09, -0.19, -0.01], [-0.08, 0.00, -0.05], [0.00, 0.05, -0.08], [-0.05, 0.26, -0.46], [0.00, 0.00, 0.02], [0.00, 0.08, 0.15], [0.10, 0.05, 0.13], [0.00, 0.03, -0.05], [0.05, -0.03, -0.01], [0.05, -0.22, -0.10], [-0.03, 0.01, 0.01], [-0.37, -0.08, 0.15], [-0.04, -0.02, -0.06], [0.27, -0.04, -0.14], [-0.03, 0.00, -0.02], [0.00, 0.09, 0.03], [-0.07, 0.01, -0.10], [0.01, -0.01, 0.03], [0.20, 0.17, 0.10], [-0.20, -0.13, -0.26], [0.00, 0.02, 0.04], [0.36, -0.21, -0.14], [-0.25, 0.03, -0.26], [0.00, 0.01, 0.00], [0.08, -0.03, -0.06], [-0.05, 0.12, -0.08], [-0.08, 0.28, 0.01], [-0.07, 0.03, 0.10], [-0.04, -0.01, 0.02], [0.00, -0.02, 0.06], [-0.03, 0.07, -0.03], [-0.01, -0.02, -0.02], [-0.01, -0.05, -0.04], [0.27, -0.14, 0.77], [0.05, -0.04, 0.04], [-0.07, 0.01, -0.02], [-0.15, 0.07, -0.01], [0.04, 0.03, -0.02], [0.08, 0.02, -0.01], [-0.16, -0.06, -0.35], [-0.01, 0.03, -0.02], [0.04, 0.05, 0.08], [0.03, 0.01, 0.05], [0.02, 0.01, 0.01], [-0.07, 0.01, -0.04], [0.08, -0.09, -0.03], [0.01, 0.00, 0.03], [0.03, -0.01, 0.00], [-0.20, 0.35, -0.45], [0.03, -0.08, -0.02], [0.06, 0.03, -0.01], [0.06, 0.01, 0.02], [0.03, -0.04, 0.00], [0.08, 0.01, 0.04], [-0.02, 0.01, 0.00], [0.09, -0.13, -0.01], [0.02, -0.26, -0.01], [-0.16, -0.04, -0.02], [0.00, -0.04, 0.00], [0.01, 0.03, 0.00], [-0.03, 0.00, 0.02], [0.01, -0.02, 0.08], [0.01, 0.15, -0.10], [-0.10, 0.17, 0.32], [0.09, 0.05, 0.13], [-0.12, 0.14, 0.12], [-0.09, -0.63, 0.51], [-0.06, -0.02, 0.10], [-0.03, 0.03, 0.03], [-0.20, 0.05, -0.09], [-0.13, 0.01, 0.02], [0.11, -0.11, -0.07], [-0.01, -0.04, 0.04], [0.37, 0.01, -0.12], [0.13, -0.02, 0.00], [-0.04, -0.04, 0.15], [-0.15, 0.67, -0.21], [-0.03, 0.03, -0.02], [0.00, -0.02, -0.06], [0.02, -0.09, 0.38], [-0.21, 0.00, 0.20], [0.05, -0.19, 0.03], [0.10, 0.04, -0.01], [0.01, 0.03, -0.03], [0.14, 0.11, -0.02], [0.08, -0.13, 0.04], [-0.29, -0.23, -0.25], [-0.03, 0.13, 0.00], [0.14, 0.01, 0.01]], "lowdin_charge": [-0.0692, 0.1169, -0.0105, 0.0018, -0.2939, -0.0103, 0.1069, 0.1149, 1.0586, 0.0861, -1.4507, 0.3256, -0.0039, -0.0539, -0.0621, -0.0521, -0.1523, 0.0813, 0.1281, -0.0709, -0.0614, -0.0388, 0.1095, -0.2886, -0.0943, -0.0607, -0.2677, -0.0573, 0.0865, -0.6945, -0.0640, 0.6822, 0.0925, 0.1098, 0.0471, -0.0504, 0.1093, 0.0966, -0.1299, 0.1149, 0.1152, 0.1022, -0.0539, 0.1159, -0.4840, -0.0605, 0.1195, -0.0575, 0.1024, 0.1193, 0.0905, -0.0528, 0.1021, 0.0683, -0.4655, 0.1036, -0.0481, 0.1150, 0.0917, 0.1144, 0.6067, -0.1325, -0.2720, 0.1127, -0.0778, 0.1227, -0.0504, 0.6242, -0.8078, -0.2852, -0.0788, -0.2149, -0.5729, 0.1198, -0.0410, 0.6567, 0.0936, 0.1190, 0.4759, 0.0003, -0.0763, -0.2077, 0.1125, 0.1131, -0.1663, 1.2736, -0.1824, 0.1158, 0.1159, 0.0872, -0.0447, 0.0307, -0.0778, -0.0607]}

=====

Entry 4:
{"formula": "C2H6INO2S", "method": "ωB97M-V/def2-TZVPD", "gap_ev": [7.2, 7.2], "mol_weight_g_mol": 235.046, "e_homo_ev": [-8.429, -8.430], "energy_ha": -980.7199, "elements": ["O", "S", "H", "H", "H", "N", "C", "I", "H", "C", "O", "H", "H"], "coordinates": [[0.284602, -1.548800, 1.636206], [-0.243054, -0.981960, 0.406611], [0.766578, 0.303683, -1.532676], [1.794580, -0.786722, -0.405477], [1.485408, 0.760520, 1.532786], [-2.461394, -0.245125, -1.276256], [1.316203, 1.146858, 0.598444], [-2.148938, 0.656310, 0.368402], [1.998743, 1.749389, 0.177357], [1.051100, 0.040027, -0.417908], [-0.786828, -1.949470, -0.523082], [-3.347887, -0.677402, -1.423781], [0.290887, 1.532688, 0.859370]], "forces_ev_per_a": [[-0.09, 1.23, 0.00], [0.52, -2.42, -0.96], [0.28, -0.41, 2.53], [0.12, 0.81, -0.33], [1.73, -1.21, 2.07], [0.77, 1.33, -1.42], [-4.43, -1.77, -0.96], [-1.19, 0.03, 0.12], [2.21, 2.83, -0.73], [-0.59, -1.44, -0.52], [0.49, 0.51, 0.19], [-1.01, -0.48, 0.95], [1.19, 1.00, -0.94]], "lowdin_charge": [-0.3643, 0.4010, 0.1507, 0.0992, 0.0431, -0.6151, -0.1479, 1.1979, 0.0426, -0.3094, -0.4011, -0.0998, 0.0032]}